1.
{
  "formula": "C33H56As3CrN4P",
  "method": "wB97M-V/def2-TZVPD",
  "species": ["Cr", "N", "C", "C", "N", "C", "C", "N", "H", "H", "H", "H", "H", "H", "H", "H", "H", "H", "H", "H", "H", "N", "C", "C", "C", "C", "C", "C", "P", "C", "C", "C", "C", "C", "C", "C", "C", "C", "C", "C", "C", "H", "H", "H", "H", "H", "H", "H", "H", "H", "H", "H", "H", "H", "H", "H", "H", "C", "As", "C", "C", "C", "C", "C", "As", "C", "C", "C", "As", "C", "C", "H", "H", "H", "H", "H", "H", "H", "H", "H", "H", "H", "H", "H", "H", "H", "H", "H", "H", "H", "H", "H", "H", "H", "H", "H", "H", "H"],
  "xyz": [[-0.296, -2.029, 1.060], [-1.992, -3.315, 0.842], [-2.553, -3.589, 2.191], [-2.441, -2.304, 2.992], [-1.286, -1.564, 2.500], [0.682, -3.565, 2.092], [1.464, -4.064, 0.901], [1.449, -2.886, -0.015], [-2.664, -2.715, 0.357], [-1.940, -4.183, 0.315], [-1.971, -4.383, 2.649], [-3.586, -3.930, 2.120], [-2.340, -2.511, 4.060], [-3.326, -1.675, 2.864], [-1.093, -0.753, 3.078], [1.292, -3.144, 2.890], [0.009, -4.295, 2.528], [0.958, -4.888, 0.399], [2.480, -4.395, 1.127], [1.393, -3.160, -0.994], [2.304, -2.354, 0.099], [-3.517, -0.542, 0.260], [-3.662, -0.749, -1.120], [-4.947, -0.698, -1.667], [-5.162, -0.929, -3.008], [-4.089, -1.216, -3.847], [-2.821, -1.288, -3.314], [-2.575, -1.073, -1.945], [-0.851, -1.252, -1.383], [-0.179, -2.475, -2.571], [0.513, -2.088, -3.719], [0.937, -3.038, -4.639], [0.676, -4.383, -4.431], [-0.014, -4.782, -3.293], [-0.436, -3.834, -2.376], [0.004, 0.272, -1.901], [1.386, 0.358, -1.715], [2.105, 1.405, -2.268], [1.446, 2.396, -2.990], [0.069, 2.341, -3.140], [-0.650, 1.276, -2.606], [-4.353, -0.157, 0.680], [-2.704, 0.006, 0.522], [-5.782, -0.461, -1.018], [-6.167, -0.879, -3.405], [-4.245, -1.392, -4.901], [-1.998, -1.532, -3.972], [0.716, -1.045, -3.916], [1.466, -2.721, -5.527], [1.001, -5.118, -5.153], [-0.230, -5.829, -3.128], [-0.981, -4.167, -1.500], [1.914, -0.432, -1.190], [3.186, 1.416, -2.195], [2.010, 3.189, -3.465], [-0.447, 3.103, -3.710], [-1.718, 1.216, -2.772], [-2.445, 3.076, 0.054], [-1.349, 2.125, 1.363], [-2.174, 2.936, 2.947], [0.249, 3.265, 1.126], [1.490, 2.911, 1.946], [1.164, 2.956, 3.445], [2.135, 1.578, 1.519], [1.482, -0.235, 2.036], [1.258, -0.221, 3.971], [3.260, -1.045, 2.002], [2.543, 4.060, 1.794], [3.521, 4.414, 0.158], [4.716, 3.028, -0.423], [2.430, 5.019, -1.299], [-2.598, 4.103, 0.383], [-3.414, 2.586, -0.037], [-1.962, 3.076, -0.920], [-1.941, 3.998, 3.009], [-1.878, 2.449, 3.875], [-3.254, 2.830, 2.837], [-0.067, 4.286, 1.359], [0.468, 3.222, 0.054], [0.329, 2.302, 3.685], [0.874, 3.964, 3.744], [2.021, 2.662, 4.052], [3.160, 1.553, 1.900], [2.187, 1.531, 0.425], [2.098, 0.286, 4.442], [1.249, -1.261, 4.299], [0.336, 0.259, 4.289], [3.892, -0.530, 2.726], [3.717, -0.944, 1.016], [3.218, -2.098, 2.270], [3.323, 3.958, 2.553], [2.044, 5.013, 1.988], [5.251, 2.615, 0.428], [5.425, 3.451, -1.133], [4.110, 2.265, -0.914], [1.861, 5.895, -0.997], [1.757, 4.199, -1.561], [3.069, 5.265, -2.145]],
  "e_homo_ev": [-15.36, -15.36],
  "spin_multiplicity": 4,
  "gap_ev": [6.54, 5.20],
  "max_force_ev_per_a": 0.462,
  "total_charge": 3
}

=====

2.
{
  "formula": "C55H108Cl4N7O5",
  "method": "wB97M-V/def2-TZVPD",
  "species": ["C", "N", "C", "C", "C", "C", "C", "C", "C", "C", "N", "C", "C", "C", "H", "H", "H", "H", "H", "H", "H", "H", "H", "H", "H", "H", "H", "H", "C", "C", "N", "C", "C", "C", "C", "C", "O", "C", "H", "H", "H", "H", "H", "H", "H", "H", "H", "H", "H", "H", "H", "H", "H", "H", "H", "H", "H", "H", "C", "C", "N", "C", "C", "C", "C", "C", "O", "C", "H", "H", "H", "H", "H", "H", "H", "H", "H", "H", "H", "H", "H", "H", "H", "H", "H", "H", "H", "H", "C", "C", "C", "C", "C", "C", "N", "O", "C", "C", "C", "H", "H", "H", "H", "H", "H", "H", "H", "H", "H", "H", "H", "H", "H", "H", "H", "H", "H", "C", "C", "C", "C", "C", "C", "N", "O", "C", "C", "C", "H", "H", "H", "H", "H", "H", "H", "H", "H", "H", "H", "H", "H", "H", "H", "H", "H", "H", "C", "C", "C", "C", "C", "C", "N", "O", "C", "C", "C", "H", "H", "H", "H", "H", "H", "H", "H", "H", "H", "H", "H", "H", "H", "H", "H", "H", "H", "Cl", "Cl", "Cl", "Cl"],
  "xyz": [[14.893, 8.303, 20.265], [14.647, 9.706, 20.731], [15.642, 10.347, 21.316], [15.376, 11.632, 21.675], [14.272, 12.297, 21.140], [13.324, 11.629, 20.357], [13.535, 10.309, 20.281], [14.137, 13.700, 21.510], [12.825, 14.224, 21.529], [12.600, 15.528, 21.963], [13.598, 16.263, 22.486], [14.873, 15.843, 22.449], [15.184, 14.560, 21.891], [13.315, 17.682, 22.670], [14.364, 8.215, 19.349], [14.578, 7.623, 21.074], [15.968, 8.209, 20.103], [16.664, 9.880, 21.437], [16.119, 12.156, 22.222], [12.407, 12.043, 19.984], [12.741, 9.720, 19.687], [11.986, 13.659, 21.146], [11.634, 16.069, 21.972], [15.669, 16.457, 22.834], [16.210, 14.250, 21.785], [12.260, 17.823, 22.539], [13.799, 18.206, 21.826], [13.649, 17.939, 23.658], [13.982, 13.786, 11.068], [13.674, 14.777, 9.962], [13.276, 14.120, 8.645], [14.527, 13.669, 7.977], [12.456, 12.840, 8.843], [11.089, 13.100, 9.464], [12.689, 15.250, 7.840], [12.556, 15.093, 6.346], [11.976, 13.821, 6.080], [11.311, 13.772, 4.794], [14.644, 13.038, 10.719], [12.992, 13.426, 11.350], [14.403, 14.300, 11.878], [14.551, 15.455, 9.720], [12.842, 15.371, 10.274], [15.112, 12.957, 8.571], [15.161, 14.501, 7.745], [14.241, 13.154, 7.029], [13.041, 12.188, 9.478], [12.417, 12.373, 7.843], [11.127, 13.451, 10.482], [10.417, 12.176, 9.369], [10.540, 13.928, 9.009], [13.285, 16.195, 7.984], [11.767, 15.466, 8.250], [13.572, 15.208, 5.870], [11.960, 15.884, 5.961], [11.837, 14.437, 4.065], [10.312, 14.211, 5.006], [11.361, 12.761, 4.435], [10.586, 17.360, 17.907], [10.334, 17.546, 16.447], [9.914, 18.986, 16.009], [8.699, 19.487, 16.824], [11.047, 19.999, 16.163], [12.422, 19.536, 15.816], [9.610, 18.844, 14.550], [8.952, 20.098, 13.981], [7.635, 20.129, 14.380], [6.670, 20.713, 13.468], [9.660, 17.558, 18.458], [11.389, 18.058, 18.291], [10.875, 16.326, 18.143], [9.508, 16.884, 16.144], [11.190, 17.221, 15.832], [8.410, 20.433, 16.380], [9.007, 19.545, 17.851], [7.880, 18.785, 16.676], [11.018, 20.253, 17.250], [10.628, 20.858, 15.632], [12.627, 18.756, 16.507], [13.072, 20.378, 16.040], [12.552, 19.138, 14.860], [8.990, 17.912, 14.568], [10.547, 18.748, 14.025], [8.920, 20.114, 12.849], [9.385, 21.038, 14.317], [6.764, 20.282, 12.475], [6.721, 21.721, 13.298], [5.700, 20.450, 13.876], [9.561, 9.644, 17.631], [8.475, 10.439, 16.898], [7.431, 10.978, 17.903], [6.503, 11.971, 17.297], [7.228, 13.218, 16.807], [8.331, 13.012, 15.828], [9.131, 11.694, 16.165], [10.152, 11.564, 15.692], [9.427, 14.189, 15.783], [7.615, 12.686, 14.507], [7.946, 9.626, 15.736], [10.360, 9.400, 17.001], [9.131, 8.690, 17.977], [10.058, 10.162, 18.508], [7.911, 11.352, 18.808], [6.879, 10.099, 18.332], [5.824, 12.315, 18.043], [6.040, 11.576, 16.447], [7.666, 13.764, 17.723], [6.435, 13.857, 16.364], [10.306, 13.980, 15.186], [9.850, 14.401, 16.783], [8.931, 15.031, 15.357], [8.310, 12.120, 13.914], [7.350, 13.661, 14.016], [6.786, 11.979, 14.655], [7.019, 10.076, 15.334], [7.686, 8.599, 16.089], [8.671, 9.635, 14.948], [24.599, 10.523, 18.953], [23.313, 9.796, 19.386], [22.837, 8.609, 18.553], [21.897, 7.750, 19.245], [22.254, 7.163, 20.471], [22.670, 8.230, 21.540], [23.628, 9.261, 20.928], [24.316, 9.944, 21.567], [23.503, 7.684, 22.784], [21.508, 9.122, 22.141], [22.090, 10.795, 19.698], [24.614, 11.595, 19.353], [24.526, 10.581, 17.838], [25.597, 10.013, 19.135], [23.905, 8.193, 18.251], [22.332, 9.125, 17.772], [18.668, 7.582, 14.033], [20.990, 7.478, 18.788], [23.140, 6.441, 20.553], [21.391, 6.694, 20.990], [24.570, 7.490, 22.548], [23.175, 6.718, 23.165], [23.464, 8.469, 23.556], [21.218, 8.594, 23.018], [20.653, 9.220, 21.495], [21.712, 10.236, 22.346], [21.829, 11.152, 18.658], [22.520, 11.557, 20.274], [21.359, 10.121, 19.995], [12.862, 14.886, 16.834], [14.447, 15.033, 16.780], [15.109, 14.473, 15.504], [16.491, 14.943, 15.157], [16.523, 16.497, 15.009], [15.990, 17.250, 16.205], [14.612, 16.495, 16.544], [13.736, 17.251, 16.847], [15.666, 18.671, 15.816], [16.935, 17.262, 17.443], [14.953, 14.587, 18.144], [12.506, 15.356, 17.749], [12.545, 13.822, 16.749], [12.577, 15.465, 15.938], [14.556, 14.613, 14.588], [15.127, 13.415, 15.704], [16.789, 14.398, 14.286], [17.120, 14.700, 15.995], [16.013, 16.745, 14.122], [17.534, 16.751, 14.740], [14.836, 18.750, 15.105], [16.471, 19.188, 15.385], [15.338, 19.232, 16.729], [16.379, 17.464, 18.385], [17.548, 18.104, 17.388], [17.491, 16.397, 17.587], [14.282, 15.152, 18.806], [16.028, 14.794, 18.154], [14.998, 13.466, 18.129], [12.952, 16.457, 13.489], [18.450, 9.277, 20.706], [10.228, 12.933, 18.573], [13.720, 17.930, 19.641]],
  "e_homo_ev": -10.57,
  "spin_multiplicity": 1,
  "gap_ev": 2.22,
  "max_force_ev_per_a": 5.113,
  "total_charge": 3
}

=====

3.
{
  "formula": "C18H45N6O2P2",
  "method": "wB97M-V/def2-TZVPD",
  "species": ["C", "C", "C", "C", "C", "C", "H", "H", "H", "H", "H", "H", "H", "H", "H", "O", "P", "N", "C", "C", "N", "C", "C", "N", "C", "C", "H", "H", "H", "H", "H", "H", "H", "H", "H", "H", "H", "H", "H", "H", "H", "H", "H", "H", "O", "P", "N", "C", "C", "N", "C", "C", "N", "C", "C", "H", "H", "H", "H", "H", "H", "H", "H", "H", "H", "H", "H", "H", "H", "H", "H", "H", "H"],
  "xyz": [[-0.797, -0.429, -2.623], [-1.528, 0.674, -2.512], [-2.472, 2.004, -2.555], [-3.834, 1.531, -3.353], [-5.039, 1.105, -2.334], [-5.473, -0.463, -2.552], [-0.463, -1.466, -3.020], [-2.770, 2.308, -1.474], [-1.936, 2.884, -3.104], [-4.143, 2.293, -4.159], [-3.561, 0.554, -3.931], [-4.630, 1.233, -1.257], [-5.972, 1.739, -2.561], [-4.591, -1.140, -2.181], [-5.561, -0.610, -3.699], [2.787, 3.244, 1.510], [2.959, 3.285, -0.023], [1.835, 2.027, -0.263], [1.931, 0.850, -1.101], [0.444, 2.477, -0.227], [4.599, 2.751, 0.080], [4.919, 1.364, 0.403], [5.425, 3.614, 0.933], [3.162, 3.400, -1.796], [4.168, 2.701, -2.587], [3.174, 4.812, -2.189], [1.770, 1.077, -2.162], [1.181, 0.107, -0.813], [2.880, 0.331, -0.994], [0.151, 2.928, -1.183], [0.295, 3.225, 0.558], [-0.241, 1.654, -0.002], [4.329, 0.983, 1.242], [5.979, 1.243, 0.646], [4.771, 0.718, -0.465], [5.279, 3.396, 1.999], [5.179, 4.669, 0.771], [6.486, 3.493, 0.699], [5.185, 3.055, -2.391], [3.969, 2.850, -3.655], [4.138, 1.622, -2.440], [4.107, 5.309, -1.877], [2.339, 5.347, -1.722], [3.059, 4.937, -3.270], [-0.708, -3.754, 0.021], [-1.145, -2.897, 1.228], [0.125, -3.495, 2.200], [0.094, -3.981, 3.561], [1.402, -2.826, 1.959], [-2.625, -3.770, 1.396], [-2.641, -5.126, 1.934], [-3.434, -3.762, 0.168], [-1.655, -1.865, 2.595], [-2.640, -2.219, 3.610], [-1.978, -0.525, 2.092], [0.033, -3.168, 4.296], [1.000, -4.554, 3.787], [-0.719, -4.679, 3.742], [1.447, -1.863, 2.482], [1.549, -2.637, 0.892], [2.247, -3.443, 2.282], [-1.861, -5.759, 1.497], [-3.608, -5.612, 1.769], [-2.531, -5.116, 3.020], [-3.075, -4.496, -0.562], [-3.405, -2.776, -0.308], [-4.481, -3.979, 0.390], [-3.657, -2.289, 3.210], [-2.650, -1.457, 4.398], [-2.400, -3.152, 4.118], [-2.918, -0.527, 1.519], [-1.184, -0.163, 1.431], [-2.067, 0.204, 2.903]],
  "e_homo_ev": -1.31,
  "spin_multiplicity": 1,
  "gap_ev": 1.73,
  "max_force_ev_per_a": 8.148,
  "total_charge": -1
}